[1]
Below is a structure of composition C22H39F5INO2RhSi3Te at a distorted geometry, with properties calculated with wB97M-V/def2-TZVPD.

```
75
Properties=species:S:1:pos:R:3:forces:R:3:mulliken_charge:R:1
Rh -0.084 -0.134 -0.678 2.43 1.10 1.90 1.259
C 0.508 0.680 2.810 0.05 0.07 0.04 -1.175
O -0.155 -0.031 1.765 -0.08 0.16 -0.78 -0.167
Si -0.904 -1.519 1.920 -0.19 -0.77 0.23 0.590
C -2.487 -1.337 2.923 0.22 0.05 -0.34 -1.353
C 0.168 -2.784 2.808 -0.08 0.44 -0.07 -1.198
C -1.087 -1.825 0.068 0.57 0.66 -1.26 -0.892
Si -2.711 -1.128 -0.680 -0.94 -0.77 -0.15 0.726
C -2.779 -1.183 -2.573 0.06 0.05 0.33 -0.701
C -3.053 0.644 -0.076 0.37 -0.19 -0.13 -0.626
C -4.115 -2.249 -0.083 0.21 0.19 0.11 -1.161
Si -0.217 -3.268 -0.807 -0.17 -0.55 -0.03 0.864
C 1.542 -3.555 -0.176 -0.40 0.09 0.07 -0.889
C -0.037 -3.067 -2.682 -0.23 0.08 0.29 -0.826
C -1.302 -4.780 -0.460 0.26 0.13 -0.13 -1.223
H -0.208 0.964 3.584 -0.04 0.03 -0.07 0.356
H 0.960 1.574 2.384 -0.02 0.01 0.01 0.236
H 1.293 0.068 3.255 -0.07 0.04 0.01 0.387
H -2.232 -1.049 3.945 0.04 -0.01 0.01 0.433
H -3.018 -2.290 2.980 0.03 -0.02 0.00 0.336
H -3.175 -0.589 2.526 0.01 -0.03 0.01 0.373
H -0.055 -2.769 3.877 -0.01 -0.02 0.01 0.444
H 1.230 -2.574 2.682 -0.06 -0.11 0.02 0.293
H -0.024 -3.795 2.444 -0.02 0.01 -0.02 0.368
H -1.858 -0.862 -3.060 -0.05 -0.03 -0.05 -0.248
H -3.589 -0.533 -2.915 -0.02 0.01 0.02 0.429
H -3.008 -2.194 -2.912 0.02 -0.01 0.01 0.434
H -2.738 1.388 -0.807 0.00 0.08 0.05 -0.048
H -2.540 0.863 0.862 -0.05 0.09 -0.02 0.066
H -4.127 0.764 0.084 -0.04 -0.10 -0.04 0.594
H -3.844 -3.305 -0.108 0.02 0.02 -0.04 0.285
H -4.977 -2.107 -0.738 0.00 0.04 -0.01 0.410
H -4.421 -2.005 0.935 -0.01 -0.01 -0.02 0.343
H 1.827 -2.874 0.622 -0.04 -0.20 -0.05 -0.121
H 2.254 -3.430 -0.992 -0.03 -0.01 0.00 0.379
H 1.643 -4.573 0.205 0.00 -0.01 0.00 0.519
H 0.408 -2.101 -2.932 0.01 -0.04 0.02 -0.362
H -0.978 -3.170 -3.222 0.02 0.03 -0.01 0.402
H 0.640 -3.844 -3.042 0.02 -0.04 0.07 0.588
H -1.480 -4.918 0.609 0.01 0.00 0.01 0.340
H -0.807 -5.679 -0.836 -0.02 -0.03 0.02 0.411
H -2.271 -4.704 -0.955 0.01 0.01 -0.02 0.307
C -1.474 1.855 -3.843 -0.19 0.10 0.14 -0.815
Te 0.410 1.150 -3.112 -0.54 -0.45 -0.36 0.088
C 0.489 0.037 -4.950 0.15 -0.19 0.01 -1.270
C -0.754 0.368 -5.733 -0.13 0.12 0.14 0.693
C -0.961 -0.186 -6.994 0.00 0.02 -0.02 -0.787
C -2.099 0.127 -7.716 0.02 -0.04 0.01 -0.592
C -3.043 0.995 -7.181 -0.04 0.03 0.00 -0.632
C -2.842 1.550 -5.930 -0.01 0.00 0.02 -0.774
C -1.700 1.238 -5.198 0.17 -0.10 -0.08 0.518
H -1.447 2.943 -3.907 0.13 -0.01 0.09 0.841
H -2.267 1.593 -3.142 0.09 -0.03 0.05 0.134
H 0.566 -1.034 -4.762 0.01 0.06 0.11 0.441
H 1.390 0.342 -5.483 0.01 0.04 0.07 0.671
H -0.220 -0.857 -7.413 -0.01 -0.01 0.01 0.480
H -2.252 -0.303 -8.697 0.01 0.00 0.00 0.414
H -3.932 1.242 -7.745 0.01 0.01 0.00 0.419
H -3.571 2.237 -5.516 -0.01 -0.02 -0.01 0.478
N 0.875 4.199 -0.697 0.16 -0.16 0.04 -0.315
C -0.246 3.552 -0.363 -0.12 -0.10 -0.07 0.244
O -0.475 2.391 -0.720 0.01 0.34 0.22 0.024
C -1.268 4.330 0.420 -0.18 0.05 -0.26 -1.111
I -2.802 4.906 -0.974 0.12 -0.02 0.18 0.074
H 1.583 3.694 -1.207 0.02 0.03 0.01 0.204
H 1.088 5.121 -0.361 -0.06 0.03 -0.02 0.227
H -0.880 5.240 0.866 0.00 0.01 0.01 0.620
H -1.750 3.704 1.163 0.04 -0.05 -0.02 0.226
F 2.670 -0.241 -1.838 0.01 -0.17 0.12 -0.255
C 2.117 0.044 -0.623 -1.71 0.43 -0.85 0.283
F 2.211 1.411 -0.495 -0.01 -0.01 0.14 -0.234
C 3.095 -0.530 0.422 -0.11 -0.53 0.43 0.186
F 4.000 0.375 0.788 0.00 -0.05 -0.06 -0.284
F 3.730 -1.591 -0.065 0.07 0.17 0.12 -0.242
F 2.432 -0.909 1.532 0.32 0.07 -0.14 -0.137
```
Forces are in eV/Å.

Highest occupied orbital energy (spin up / spin down): -0.420 / -0.416 hartree
HOMO-LUMO gap (spin up / spin down): 7.38 / 6.75 eV
Total charge: +1
Energy: -3110.8647 Eh

[2]
Below is a structure of composition C22H40As4F7KN2O2, with properties calculated with wB97M-V/def2-TZVPD.

```
78
Properties=species:S:1:pos:R:3:forces:R:3:mulliken_spin:R:1
K -0.319 0.479 -0.528 0.86 -0.19 0.06 -0.003
C -0.512 2.325 3.752 -0.02 0.11 0.02 0.000
C 0.128 1.728 2.529 -0.04 -0.05 0.20 0.001
N -0.058 0.503 2.185 0.03 0.01 -0.14 0.003
O -0.939 -0.184 3.069 -0.03 -0.04 -0.02 0.002
C 0.991 2.624 1.752 -0.01 0.09 -0.01 0.000
C 1.281 4.005 2.266 0.05 0.10 -0.03 0.000
N 1.447 2.216 0.594 0.00 -0.15 0.13 0.000
O 2.234 2.982 -0.082 -0.03 0.02 -0.07 0.000
H -1.047 1.592 4.343 0.00 -0.03 -0.03 0.000
H -1.207 3.108 3.439 -0.02 -0.03 0.00 0.000
H 0.247 2.808 4.367 0.00 -0.02 0.03 0.000
H -1.086 -1.008 2.594 0.01 0.06 0.04 0.001
H 1.807 4.008 3.226 0.02 -0.04 0.00 0.000
H 0.368 4.593 2.393 -0.01 -0.01 0.00 0.000
H 1.908 4.501 1.528 0.00 -0.02 -0.01 0.000
C 4.732 1.209 1.128 -0.04 -0.09 -0.01 0.000
As 3.403 -0.199 0.831 -0.26 -0.02 -0.02 0.000
C 3.192 0.136 -1.094 0.05 -0.03 0.07 0.000
C 4.658 -1.734 0.787 0.12 0.10 -0.07 0.000
C 4.085 -3.143 0.544 0.09 -0.03 0.03 0.000
C 4.101 -3.424 -0.964 0.02 0.00 -0.05 0.000
C 2.671 -3.361 1.101 -0.13 -0.06 0.02 0.000
As 1.089 -2.686 0.112 0.04 -0.02 -0.07 0.002
C 0.850 -4.157 -1.171 0.02 0.02 0.08 0.006
C -0.186 -3.358 1.445 0.06 0.04 0.05 -0.024
C 5.040 -4.171 1.193 -0.05 0.02 0.00 0.000
As 5.277 -4.419 3.152 -0.07 0.00 -0.03 0.000
C 4.811 -2.705 4.002 0.02 -0.01 0.02 0.000
C 3.611 -5.366 3.613 0.08 -0.01 -0.01 0.000
H 5.589 1.113 0.459 0.00 -0.02 -0.01 0.000
H 5.067 1.190 2.165 0.02 0.02 0.00 0.000
H 4.206 2.142 0.920 0.05 0.04 0.02 0.000
H 4.142 0.028 -1.620 0.01 0.01 0.00 0.000
H 2.835 1.167 -1.164 0.02 0.01 -0.06 0.000
H 2.466 -0.555 -1.525 0.00 0.02 -0.02 0.000
H 5.133 -1.692 1.767 0.02 -0.02 -0.01 0.000
H 5.453 -1.551 0.055 -0.01 0.04 0.01 0.000
H 3.529 -2.673 -1.514 -0.02 0.00 0.03 0.000
H 3.687 -4.409 -1.190 0.00 0.00 0.01 0.000
H 5.126 -3.392 -1.340 0.00 -0.01 0.00 0.000
H 2.579 -2.921 2.097 0.01 -0.01 -0.04 0.000
H 2.491 -4.436 1.203 0.01 0.01 0.00 -0.001
H 1.129 -5.118 -0.734 0.00 0.00 -0.01 0.000
H 1.446 -3.972 -2.062 -0.01 -0.04 -0.02 0.001
H -0.201 -4.181 -1.454 -0.01 -0.01 -0.01 -0.008
H -0.083 -4.438 1.566 -0.01 0.00 0.02 0.003
H -1.207 -3.124 1.140 0.00 -0.01 -0.03 0.016
H 0.028 -2.871 2.398 -0.02 -0.02 0.02 -0.002
H 6.050 -3.983 0.817 0.00 0.01 0.01 0.000
H 4.774 -5.179 0.850 0.02 -0.01 0.03 0.000
H 5.638 -2.002 3.905 -0.02 0.00 0.00 0.000
H 4.682 -2.923 5.064 0.00 -0.01 0.00 0.000
H 3.900 -2.243 3.624 0.03 -0.03 -0.01 0.000
H 3.510 -6.236 2.963 -0.02 -0.01 0.01 0.000
H 2.724 -4.744 3.521 0.00 0.02 0.00 0.000
H 3.700 -5.716 4.641 -0.01 0.00 0.00 0.000
F -2.632 0.957 0.197 -0.38 0.16 -0.06 0.004
As -3.129 2.314 -0.835 -0.18 0.03 0.02 0.001
F -1.992 3.299 0.016 -0.14 -0.04 -0.07 0.000
F -1.825 1.850 -1.947 -0.39 0.13 -0.07 0.000
F -3.585 3.605 -1.876 0.10 -0.06 -0.02 0.000
F -4.172 1.202 -1.680 0.09 0.10 0.03 0.000
F -4.397 2.702 0.266 0.11 -0.05 0.02 0.000
F -1.454 -4.039 -4.890 -0.04 0.06 0.09 0.013
C -1.985 -3.559 -3.739 0.07 -0.01 -0.13 0.198
C -2.013 -2.189 -3.533 0.01 0.04 -0.02 -0.077
C -2.557 -1.695 -2.366 -0.04 -0.12 0.01 0.134
C -3.068 -2.578 -1.373 0.00 -0.03 -0.02 -0.041
C -3.626 -2.104 -0.179 0.00 0.04 0.01 0.563
C -3.010 -3.971 -1.638 0.05 -0.02 -0.11 0.171
C -2.482 -4.460 -2.814 -0.01 0.02 0.03 -0.065
H -1.630 -1.524 -4.296 0.01 -0.01 -0.01 -0.004
H -2.638 -0.622 -2.226 -0.03 -0.05 0.06 0.031
H -4.009 -2.812 0.543 -0.02 0.04 0.04 -0.014
H -3.701 -1.046 0.021 -0.01 0.01 0.03 0.091
H -3.395 -4.666 -0.901 -0.02 0.04 0.03 0.001
H -2.436 -5.520 -3.023 0.00 0.00 0.00 -0.003
```
Forces are in eV/Å.

Highest occupied orbital energy (spin up / spin down): -0.153 / -0.153 hartree
HOMO-LUMO gap (spin up / spin down): 6.39 / 5.52 eV
Multiplicity: 2
Relative energy (zero: lowest compared OMol25 entry of this formula, charge and spin): 85.6 kJ/mol
Total charge: -1
Energy: -11364.4526 Eh

[3]
Below is a cluster of 2 separate species, C22H40BN3O3S in total at a distorted geometry, with properties calculated with wB97M-V/def2-TZVPD.

```
70
Properties=species:S:1:pos:R:3:forces:R:3:mulliken_charge:R:1
C -1.095 -2.479 1.015 0.56 -0.37 -0.60 -0.711
C 0.057 -2.567 -0.127 -0.93 -0.18 0.87 0.167
O -0.625 -2.242 -1.389 1.62 1.06 0.69 -0.499
C -0.180 -0.906 -1.823 -0.22 -0.57 -0.13 1.115
C -1.105 -0.432 -3.047 0.56 -0.60 -0.73 -1.123
B -1.725 1.065 -2.901 -0.50 -0.21 0.36 -0.279
C -0.741 2.329 -3.178 1.10 -0.36 -0.80 -0.502
C -0.165 3.065 -1.870 -0.77 0.98 0.03 -0.744
C -0.941 2.763 -0.506 0.87 1.27 1.14 1.103
C -0.185 3.642 0.646 0.32 -0.60 -0.54 -0.942
C -0.189 2.938 2.085 0.30 0.84 0.06 -0.821
C 0.611 1.554 2.166 0.55 -0.05 0.29 -0.030
C 2.122 1.649 1.641 -0.26 0.65 -1.18 -0.387
S 2.876 -0.083 1.600 0.99 1.04 -1.48 -0.009
C 4.231 0.118 0.333 1.76 0.39 1.70 0.249
N 5.598 0.188 0.726 -5.13 -0.02 -3.53 -0.197
N 6.262 0.378 -0.457 -3.46 -0.03 -4.07 -0.378
C 5.317 0.410 -1.544 1.85 -0.11 4.25 -0.060
O 3.972 0.247 -1.052 4.19 0.14 1.80 -0.094
C -3.320 1.201 -2.526 0.14 -0.38 -0.68 -0.516
C -3.873 0.040 -1.558 -0.58 0.72 0.23 -0.336
C -3.428 0.398 -0.058 -1.11 -0.10 -0.39 1.285
C -4.327 -0.274 1.095 1.48 0.03 0.39 -0.546
O -5.649 -0.684 0.661 0.54 2.05 1.11 -0.397
C -6.497 0.497 0.863 -0.07 0.12 -0.46 -0.583
H -0.867 -3.153 1.907 -0.17 1.04 -1.09 0.458
H -1.222 -1.396 1.354 0.03 -1.51 -0.39 -0.073
H -2.049 -2.873 0.520 1.26 0.71 0.77 0.238
H 0.905 -1.821 0.082 -1.17 -1.16 -0.30 -0.138
H 0.487 -3.634 -0.149 -0.70 1.62 -0.26 0.289
H 0.913 -0.992 -2.145 -1.35 0.30 0.42 0.279
H -0.233 -0.247 -0.892 0.03 -0.46 -1.31 -0.455
H -1.892 -1.250 -3.249 1.18 1.24 0.55 0.314
H -0.432 -0.423 -3.990 -0.96 -0.06 1.40 0.336
H 0.178 1.906 -3.743 -1.39 0.73 0.74 0.129
H -1.226 3.066 -3.923 0.61 -0.93 1.35 0.313
H -0.281 4.202 -2.056 0.28 -1.71 0.43 0.257
H 0.970 2.914 -1.713 -1.84 -0.13 -0.33 0.285
H -2.038 3.105 -0.507 1.63 -0.71 -0.32 0.253
H -0.884 1.685 -0.142 -0.16 1.28 -0.91 -0.858
H -0.593 4.718 0.672 0.49 -1.72 0.16 0.378
H 0.905 3.729 0.294 -1.47 0.04 0.63 0.358
H 0.291 3.692 2.818 -0.75 -1.25 -0.99 0.362
H -1.268 2.783 2.423 1.42 0.06 -0.38 0.278
H 0.084 0.747 1.556 0.65 0.99 0.85 -0.238
H 0.675 1.208 3.267 -0.37 0.49 -1.74 0.474
H 2.148 1.997 0.542 -0.15 -0.49 1.71 0.006
H 2.785 2.360 2.236 -0.97 -1.09 -0.60 0.435
H 5.599 0.582 -2.632 -0.90 -0.36 1.78 0.345
H -3.598 2.262 -2.165 0.27 -1.71 -0.38 0.242
H -3.873 1.067 -3.538 0.89 0.26 1.31 0.321
H -3.508 -1.010 -1.812 -0.32 1.50 0.12 0.126
H -5.020 0.019 -1.703 1.80 0.00 0.67 0.354
H -3.528 1.538 0.051 0.53 -1.68 -0.12 0.092
H -2.356 0.025 0.073 -1.37 0.86 -0.06 -1.184
H -3.710 -1.151 1.526 -1.48 1.02 -0.77 0.196
H -4.408 0.508 1.946 0.02 -1.32 -1.17 0.318
H -6.029 1.412 0.339 -0.68 -1.29 0.78 0.233
H -7.502 0.295 0.364 1.31 0.18 0.89 0.262
H -6.593 0.731 1.991 -0.03 -0.41 -1.76 0.281
N 4.631 -3.226 1.398 0.03 -0.09 -0.01 0.107
C 5.847 -3.317 2.018 0.09 0.08 0.04 -0.230
C 5.942 -4.566 2.583 0.14 0.21 -0.04 -0.661
C 4.740 -5.255 2.288 -0.24 -0.04 -0.10 -0.441
C 3.951 -4.405 1.553 -0.09 -0.02 0.01 -0.437
H 4.289 -2.417 0.903 0.15 -0.22 0.12 0.168
H 6.538 -2.488 2.006 -0.08 -0.07 0.02 0.394
H 6.783 -4.942 3.146 -0.07 0.05 -0.06 0.385
H 4.480 -6.262 2.580 0.01 0.10 -0.04 0.389
H 2.967 -4.536 1.128 0.09 -0.01 0.05 0.296
```
Forces are in eV/Å.

Highest occupied orbital energy: -0.296 hartree
HOMO-LUMO gap: 7.78 eV
Relative energy (zero: lowest compared OMol25 entry of this formula, charge and spin): 295.7 kJ/mol
Total charge: 0
Energy: -1675.0377 Eh

[4]
Below is a cluster of 3 separate species, C22H40Br2FN3O8PS in total at a distorted geometry, with properties calculated with wB97M-V/def2-TZVPD.

```
78
Properties=species:S:1:pos:R:3:forces:R:3:mulliken_charge:R:1
C 0.260 -3.196 0.372 0.02 1.70 0.61 -0.981
C -0.681 -2.285 0.920 -0.71 -1.04 -0.47 -0.069
C -0.631 -0.688 0.713 0.03 -0.38 1.05 2.724
C 0.766 -0.396 1.379 0.87 0.06 3.31 -0.706
Br 2.474 0.184 0.537 -1.63 -0.27 0.31 -0.070
C 0.974 -0.613 2.771 1.30 0.60 -1.94 -0.081
C 2.393 -0.338 3.479 -0.91 0.44 -0.04 -1.050
Br -0.376 -1.252 4.047 0.91 0.43 -1.08 -0.094
C -1.764 0.208 1.445 0.89 2.18 2.96 -1.093
N -2.867 -0.425 2.198 -0.53 1.10 -0.73 -0.226
C -2.224 1.421 0.509 0.77 -2.76 0.15 -1.120
N -2.981 2.542 0.971 1.49 -1.54 -0.64 -0.076
C -2.676 2.994 2.344 -0.80 0.41 2.80 -0.096
C -3.813 4.004 2.903 0.82 -0.36 0.21 -1.078
N -1.778 1.113 -0.722 -1.76 2.33 3.22 1.019
C -2.067 2.123 -1.764 -0.52 1.45 -3.31 -0.490
C -3.319 1.816 -2.723 0.40 0.98 0.06 -1.018
C -1.089 -0.244 -0.763 0.33 -0.04 -2.61 -1.271
C -2.048 -1.286 -1.488 0.32 -1.20 -0.67 -1.136
C -3.438 -1.750 -0.951 -2.58 -0.10 -1.14 -0.076
C -4.642 -0.671 -0.936 -0.24 -1.63 0.49 -1.021
F -3.549 -2.484 0.255 0.83 0.94 -1.03 -0.328
P 0.255 -0.030 -2.129 2.60 0.07 -2.84 0.968
O -0.446 0.202 -3.690 0.15 0.49 2.51 -0.539
O 1.110 1.464 -1.965 -2.66 -2.02 0.58 -0.551
S 1.401 -1.568 -2.349 -0.65 0.56 0.59 -0.314
H -0.010 -3.962 -0.431 0.05 -0.04 2.44 0.276
H 1.344 -3.106 0.701 -0.98 0.71 -1.87 0.217
H -1.488 -2.723 1.602 -0.04 0.91 -2.34 0.392
H 2.586 0.784 3.356 0.00 -1.63 0.17 0.196
H 2.375 -0.563 4.586 -0.31 0.18 -1.33 0.400
H 3.232 -0.943 3.022 -1.09 0.76 0.32 0.286
H -1.211 0.781 2.272 -0.25 -0.80 -1.27 0.981
H -3.747 -0.068 1.804 0.21 -0.74 0.19 0.355
H -2.879 -0.109 3.181 0.33 -0.36 -0.76 0.427
H -3.992 2.450 0.825 0.54 0.17 -0.38 0.380
H -1.691 3.541 2.471 -1.05 -0.83 -0.79 0.259
H -2.659 2.136 3.107 0.03 0.97 -1.29 0.084
H -3.508 5.061 2.648 -0.80 -1.19 0.06 0.302
H -3.824 3.937 4.043 0.08 0.02 -1.57 0.353
H -4.853 3.718 2.551 1.27 0.51 0.24 0.340
H -2.285 3.168 -1.346 0.40 -1.91 0.27 0.439
H -1.211 2.334 -2.494 -0.79 -0.88 1.42 0.361
H -3.352 2.694 -3.461 0.05 -1.20 1.08 0.476
H -4.270 1.865 -2.115 1.00 -0.37 -0.88 0.257
H -3.201 0.889 -3.357 -0.22 0.94 0.99 0.153
H -2.303 -0.920 -2.548 0.44 -0.24 1.60 0.592
H -1.415 -2.223 -1.686 -0.81 1.39 0.49 0.238
H -3.819 -2.492 -1.749 0.90 1.02 1.06 0.448
H -4.517 0.151 -0.175 -0.04 -0.58 -1.07 0.048
H -4.897 -0.338 -1.984 0.54 -0.04 1.32 0.319
H -5.548 -1.283 -0.585 1.29 0.91 -0.44 0.408
H 0.080 0.856 -4.193 -0.17 -0.30 0.41 0.363
H 0.707 1.866 -1.166 0.72 0.22 -0.39 0.433
C 3.828 -7.424 -5.548 0.44 -0.22 -0.03 -0.617
O 2.488 -6.956 -5.697 -0.23 0.30 0.20 -0.331
C 2.148 -5.983 -4.842 0.03 -0.19 -0.20 0.734
O 2.859 -5.499 -3.998 -0.21 -0.06 -0.14 -0.551
O 0.874 -5.639 -5.089 0.16 -0.12 0.01 -0.338
C 0.378 -4.604 -4.244 -0.16 0.28 0.13 -0.462
H 3.990 -8.206 -6.288 -0.28 0.12 0.00 0.218
H 4.540 -6.618 -5.734 -0.09 -0.03 0.17 0.295
H 3.979 -7.850 -4.554 0.01 0.19 -0.04 0.291
H 0.954 -3.687 -4.379 0.03 -0.14 0.14 0.249
H 0.394 -4.920 -3.198 0.17 0.08 -0.06 0.251
H -0.655 -4.407 -4.530 0.11 -0.21 -0.18 0.264
C 6.633 5.212 5.237 0.21 0.10 0.46 -0.622
O 6.293 5.048 3.861 -0.39 -0.19 -0.22 -0.320
C 5.111 4.454 3.654 0.33 0.16 0.04 0.769
O 4.353 4.066 4.507 0.08 0.03 -0.25 -0.545
O 4.917 4.364 2.329 0.03 0.03 0.17 -0.332
C 3.687 3.746 1.965 -0.25 -0.12 -0.17 -0.417
H 7.606 5.702 5.282 -0.11 -0.05 -0.28 0.222
H 5.903 5.846 5.743 -0.02 -0.19 -0.03 0.291
H 6.711 4.242 5.733 -0.16 0.10 -0.03 0.294
H 2.840 4.323 2.341 0.07 -0.13 0.12 0.306
H 3.649 2.719 2.332 -0.06 0.13 0.09 0.095
H 3.634 3.726 0.876 0.26 0.11 0.09 0.246
```
Forces are in eV/Å.

Highest occupied orbital energy: -0.384 hartree
HOMO-LUMO gap: 6.40 eV
Relative energy (zero: lowest compared OMol25 entry of this formula, charge and spin): 415.2 kJ/mol
Total charge: +1
Energy: -7615.4467 Eh